[1]
Molecular formula: C4H39N2O13S
Method: DFT, the ωB97M-V functional and the def2-TZVPD basis

Geometry (Å):
1 N -1.798 1.205 0.631
2 C -0.460 0.646 0.229
3 C 0.106 1.303 -1.065
4 C 1.648 1.339 -0.851
5 S 2.646 2.063 -2.187
6 C -0.803 -0.784 -0.199
7 N -1.641 -1.411 0.902
8 H -2.265 0.773 1.444
9 H -2.483 0.975 -0.124
10 H -1.757 2.200 0.766
11 H 0.230 0.743 1.132
12 H -0.267 2.303 -1.303
13 H -0.185 0.906 -2.014
14 H 2.076 0.316 -0.916
15 H 1.979 1.690 0.141
16 H 1.773 2.898 -2.679
17 H -1.167 -0.754 -1.273
18 H 0.123 -1.392 -0.309
19 H -2.601 -1.604 0.616
20 H -1.209 -2.301 1.172
21 H 0.748 -3.119 1.615
22 H 0.726 -3.870 0.288
23 O 1.339 -3.458 0.904
24 H 0.576 0.164 -4.436
25 H -0.005 -1.245 -4.513
26 O -0.067 -0.493 -3.927
27 H 2.370 1.598 3.201
28 H 1.941 2.941 3.200
29 O 2.318 2.310 3.865
30 H 2.182 -2.757 -0.295
31 H 3.681 -2.372 -0.770
32 O 2.763 -2.270 -0.968
33 H 2.279 3.863 0.947
34 H 0.908 3.759 0.484
35 O 1.491 3.332 1.119
36 H -1.294 2.421 4.530
37 H -2.185 2.755 3.313
38 O -1.345 2.375 3.525
39 H 2.929 -1.398 2.191
40 H 3.752 -0.694 3.203
41 O 2.833 -0.801 2.935
42 H -2.389 4.515 1.041
43 H -0.941 3.884 1.332
44 O -1.516 4.250 0.649
45 H -2.124 -0.052 -3.644
46 H -3.071 1.217 -3.897
47 O -2.650 0.699 -3.179
48 H 0.791 -1.567 3.237
49 H -0.682 -2.202 2.910
50 O 0.216 -2.316 3.255
51 H 2.239 -3.390 -2.859
52 H 0.958 -2.549 -3.033
53 O 1.300 -3.453 -3.074
54 H -5.074 0.210 -0.837
55 H -4.076 -0.306 -1.733
56 O -4.304 -0.368 -0.784
57 H -0.379 -4.931 -1.015
58 H 0.193 -3.823 -1.841
59 O -0.373 -3.972 -1.051

As for the energy relative to the best compared isomer or geometry (same formula, charge and spin): 3.0 kcal per mole. Its HOMO energy is -0.426 Eh. As for the total charge: +1. For the lowest unoccupied orbital energy, the calculation gives -2.813 eV.

=====

[2]
Molecular formula: C4H3AgLiO
Method: DFT, the ωB97M-V functional and the def2-TZVPD basis

Geometry (Å):
1 H 1.866 -0.112 1.357
2 O 1.068 1.634 0.532
3 C 1.280 0.242 0.476
4 C -0.025 -0.531 0.388
5 H 1.922 -0.004 -0.404
6 H 0.162 -1.614 0.508
7 Ag -0.862 1.595 0.527
8 Li -2.176 -0.760 0.536
9 C -2.132 0.084 -2.148
10 C -1.102 -0.533 -1.772

Its HOMO energy (spin up / spin down) is -0.073 / -0.140 Eh. As for the total charge: -1. As for the expectation value of S²: 2.027. As for the multiplicity: 3. For the lowest unoccupied orbital energy (spin up / spin down), the calculation gives 2.361 / 2.045 eV.

=====

[3]
Molecular formula: C4H3AgO4
Method: DFT, the ωB97M-V functional and the def2-TZVPD basis

Geometry (Å):
1 C -0.540 0.210 -1.128
2 C -0.706 -0.066 0.170
3 H -1.661 -0.433 0.553
4 O 0.562 1.720 -2.498
5 C 0.643 0.682 -1.859
6 O 1.599 -0.221 -2.068
7 H -1.438 0.530 -1.718
8 O 0.281 0.001 1.099
9 C -0.044 -0.322 2.364
10 O 0.886 -0.212 3.190
11 Ag -0.779 -0.841 4.268
12 H 1.198 -1.047 -2.373

As for the energy relative to the best compared isomer or geometry (same formula, charge and spin): 34.2 kcal per mole. Its HOMO energy (spin up / spin down) is -0.494 / -0.494 Eh. As for the total charge: +1. As for the expectation value of S²: 0.757. As for the multiplicity: 2. For the lowest unoccupied orbital energy (spin up / spin down), the calculation gives -6.241 / -7.891 eV.